{
  "formula": "C29H45NO13",
  "method": "ωB97M-V with the def2-TZVPD basis set",
  "species": ["C", "C", "C", "N", "C", "H", "H", "H", "H", "H", "O", "C", "C", "C", "C", "O", "H", "H", "H", "H", "H", "H", "O", "C", "C", "C", "C", "O", "H", "H", "H", "H", "H", "H", "O", "C", "C", "C", "C", "O", "H", "H", "H", "H", "H", "H", "O", "C", "C", "C", "C", "O", "H", "H", "H", "H", "H", "H", "O", "C", "C", "C", "C", "O", "H", "H", "H", "H", "H", "H", "O", "C", "C", "C", "C", "O", "H", "H", "H", "H", "H", "H", "C", "O", "H", "H", "H", "H"],
  "coordinates": [[-2.13530, -8.89884, 3.61715], [-2.59897, -7.55993, 3.51243], [-3.93978, -7.61936, 3.53282], [-4.34307, -8.94929, 3.51232], [-3.18342, -9.72451, 3.69482], [-1.08294, -9.13148, 3.68647], [-1.97491, -6.69417, 3.34690], [-4.68219, -6.83538, 3.50850], [-5.29135, -9.28286, 3.41436], [-3.34278, -10.78692, 3.80570], [-4.95221, 5.76122, -0.72814], [-5.27553, 6.87881, -1.19863], [-4.49610, 7.78147, -2.10013], [-5.12036, 9.16664, -1.84050], [-6.46928, 8.84921, -1.34465], [-6.37425, 7.50203, -0.82989], [-3.44511, 7.80512, -1.81209], [-4.61002, 7.47204, -3.13906], [-4.57170, 9.66794, -1.04315], [-5.11426, 9.77348, -2.74593], [-6.83564, 9.48546, -0.53899], [-7.22214, 8.90486, -2.13090], [-2.18028, -2.00570, -9.04575], [-1.77457, -2.94687, -9.70876], [-2.46688, -3.53338, -10.96982], [-1.79781, -4.87155, -11.07453], [-0.44572, -4.65928, -10.34995], [-0.72156, -3.65813, -9.35795], [-3.55290, -3.61176, -11.02015], [-2.26326, -2.74443, -11.69383], [-2.49856, -5.55123, -10.58966], [-1.69701, -5.22138, -12.10194], [-0.04747, -5.54828, -9.86089], [0.38538, -4.36159, -10.98929], [1.31260, -1.45434, 0.46424], [1.02809, -0.65814, -0.40441], [1.29320, 0.81527, -0.30285], [0.98661, 1.32084, -1.74186], [0.28243, 0.14922, -2.41998], [0.55667, -1.02925, -1.63036], [0.55263, 1.19981, 0.39842], [2.21949, 1.07913, 0.20750], [0.35339, 2.20766, -1.71584], [1.94235, 1.57080, -2.20249], [-0.79632, 0.29187, -2.48360], [0.77194, -0.02216, -3.37868], [0.44652, 9.63918, 2.76625], [0.41475, 8.64339, 3.45646], [0.87414, 8.49937, 4.88215], [0.67679, 7.02744, 5.10836], [-0.47482, 6.71634, 4.14616], [-0.27323, 7.60982, 3.07185], [1.91681, 8.79889, 4.98814], [0.15344, 8.95522, 5.56105], [1.58041, 6.49750, 4.80713], [0.57741, 6.75225, 6.15836], [-0.59205, 5.71571, 3.73012], [-1.42006, 7.02941, 4.58956], [-0.13709, -2.75658, 9.19588], [0.23197, -1.72342, 8.66670], [0.28415, -1.26133, 7.22272], [1.15085, 0.00827, 7.31181], [0.92065, 0.51504, 8.74276], [0.71853, -0.71876, 9.46097], [0.77129, -2.02435, 6.61560], [-0.69700, -1.08573, 6.78157], [2.19995, -0.16230, 7.07016], [0.82583, 0.78829, 6.62332], [1.79194, 1.06515, 9.09820], [0.08714, 1.21585, 8.78979], [3.39144, -8.88598, -1.69428], [3.86657, -7.96833, -2.34256], [4.81871, -6.86536, -1.90557], [5.28550, -6.26440, -3.22001], [4.08882, -6.48742, -4.10812], [3.54460, -7.73690, -3.63878], [4.31317, -6.12227, -1.28884], [5.65925, -7.23908, -1.32084], [5.40449, -5.18308, -3.15164], [6.18936, -6.68639, -3.65940], [3.25871, -5.83679, -3.83297], [4.32215, -6.47354, -5.17277], [6.46536, 4.65995, 1.94827], [6.48966, 3.48911, 2.82919], [7.51636, 4.86542, 1.74509], [6.05433, 4.37956, 0.97846], [6.05263, 5.57832, 2.36581], [6.86970, 2.71008, 2.41654]],
  "forces_ev_per_angstrom": [[1.8, 0.6, 0.3], [0.8, 0.0, -0.1], [-1.9, -0.2, -0.9], [1.3, 0.5, 1.0], [-2.6, -0.6, -0.8], [-0.1, -0.3, 0.0], [-0.2, 0.0, 0.3], [0.1, 0.0, -0.2], [0.4, 0.1, 0.3], [0.5, 0.0, -0.1], [-1.1, 3.4, -1.8], [1.8, -3.4, 1.8], [0.5, 0.7, -0.1], [1.4, 0.1, -0.4], [-1.4, -0.3, 0.2], [-1.5, 0.2, 0.6], [0.0, -0.4, -0.3], [0.1, -0.1, 0.0], [0.2, 0.1, -0.2], [0.0, 0.1, 0.2], [0.2, -0.1, 0.1], [-0.1, -0.4, -0.1], [0.9, -1.2, -1.1], [-3.3, 1.6, 1.1], [0.6, 1.2, 0.4], [0.4, -0.1, -0.8], [-0.4, -1.0, -0.1], [1.1, -0.5, -0.3], [0.1, 0.2, 0.9], [0.5, -0.4, -0.7], [0.6, -0.4, 0.4], [0.3, 0.0, 0.0], [-0.4, 0.0, 0.3], [-0.3, 0.5, -0.3], [-0.7, 0.4, -1.0], [1.5, -1.4, 1.0], [-1.5, 0.5, -0.5], [0.6, 0.5, 1.2], [0.8, -0.1, -0.1], [-0.1, 0.7, 0.9], [-0.3, 0.0, 0.0], [0.3, -0.3, -0.6], [0.2, 0.0, -0.1], [-0.2, 0.0, -0.3], [0.1, -0.1, -0.2], [-0.6, -0.1, -0.2], [0.7, -0.6, 0.4], [-0.4, 3.5, -0.3], [0.2, -0.7, 0.1], [0.9, -1.4, 0.0], [-0.4, -0.2, 0.9], [-0.5, -1.6, -1.2], [-0.4, 0.4, 0.3], [0.3, 0.9, -0.2], [0.0, -0.2, -0.3], [-0.6, 0.0, -0.1], [0.3, 0.0, 0.3], [-0.2, -0.3, 0.2], [0.6, 1.6, -1.5], [-0.6, -0.9, 1.6], [0.9, 0.0, -0.2], [-0.7, 0.8, -0.5], [0.8, -0.9, -1.0], [-0.2, 0.7, 0.4], [-0.1, -0.1, 0.1], [-0.1, 0.0, 0.3], [0.0, -0.3, 0.3], [-0.1, -0.1, -0.2], [0.0, -0.4, 0.4], [-0.4, -0.4, 0.3], [0.9, 1.6, -1.2], [-0.8, -0.9, 0.9], [0.9, -0.3, 0.1], [-0.2, 1.3, -0.2], [-0.7, -0.3, 0.9], [0.0, -1.3, -0.5], [-0.3, -0.1, 0.0], [-0.3, -0.2, 0.1], [0.4, 0.0, 0.1], [0.0, -0.2, 0.3], [0.3, 0.8, -0.6], [-0.4, -0.4, 0.1], [1.8, -1.8, -0.4], [-1.0, 1.4, 0.4], [0.1, 0.4, -0.1], [-0.5, 0.3, 0.1], [-0.4, -0.7, 0.4], [0.1, 0.4, -0.5]],
  "lowdin_charge": [-0.13, -0.12, -0.16, 0.01, -0.14, 0.10, 0.10, 0.10, 0.14, 0.10, 0.06, -0.47, -0.07, -0.16, -0.16, 0.04, 0.13, 0.13, 0.12, 0.12, 0.13, 0.13, 0.09, -0.48, -0.09, -0.16, -0.13, 0.04, 0.12, 0.12, 0.12, 0.11, 0.12, 0.12, 0.10, -0.48, -0.08, -0.14, -0.14, 0.02, 0.12, 0.13, 0.11, 0.11, 0.13, 0.12, 0.10, -0.53, -0.08, -0.17, -0.14, 0.05, 0.13, 0.14, 0.12, 0.12, 0.13, 0.13, 0.10, -0.45, -0.07, -0.16, -0.15, 0.01, 0.12, 0.13, 0.11, 0.11, 0.12, 0.12, 0.10, -0.46, -0.08, -0.17, -0.15, 0.01, 0.13, 0.12, 0.12, 0.12, 0.13, 0.13, -0.13, -0.15, 0.07, 0.07, 0.08, 0.06],
  "smiles": "c1cc[nH]c1.O=C1CCCO1.O=C1CCCO1.O=C1CCCO1.O=C1CCCO1.O=C1CCCO1.O=C1CCCO1.CO",
  "spin_multiplicity": 1,
  "e_lumo_ha": 0.004
}

{
  "formula": "C29H46BrCrNOP2",
  "method": "ωB97M-V with the def2-TZVPD basis set",
  "species": ["C", "C", "C", "C", "N", "C", "C", "C", "C", "C", "C", "C", "C", "C", "Cr", "P", "H", "H", "H", "H", "H", "H", "H", "H", "C", "C", "H", "H", "H", "H", "H", "C", "C", "H", "H", "H", "H", "H", "C", "C", "H", "H", "H", "H", "H", "Br", "P", "C", "C", "H", "H", "H", "H", "H", "C", "C", "H", "H", "H", "H", "H", "C", "C", "H", "H", "H", "H", "H", "C", "C", "C", "O", "C", "H", "H", "H", "H", "H", "H", "H", "H"],
  "coordinates": [[-6.02368, -6.60662, -0.77183], [-4.62532, -6.91168, -0.94329], [-4.29083, -8.29824, -0.94344], [-5.29397, -9.26703, -0.80956], [-6.57903, -8.94649, -0.66832], [-6.94256, -7.66086, -0.64990], [-3.56559, -5.98787, -1.02745], [-2.68491, -5.08253, -0.90708], [-2.16135, -4.25560, 0.21409], [-1.88953, -2.91530, -0.14434], [-1.30304, -2.06060, 0.81365], [-1.11370, -2.44708, 2.15115], [-1.44667, -3.78343, 2.49100], [-1.88748, -4.69808, 1.51835], [-0.76805, -4.53919, -1.39014], [0.66845, -0.56855, -2.69422], [-3.25629, -8.62679, -1.01048], [-6.40866, -5.58689, -0.69881], [-5.03422, -10.33371, -0.82256], [-8.01972, -7.46883, -0.53433], [-1.93064, -5.76951, 1.72257], [-2.46265, -2.46333, -0.95882], [-1.27910, -4.09055, 3.51660], [-0.99510, -1.05562, 0.46942], [2.17980, 0.54703, -2.77414], [3.26496, 0.34486, -3.83212], [2.62154, 0.43366, -1.76904], [1.79332, 1.57903, -2.81283], [4.09594, 1.02622, -3.60601], [3.66517, -0.67066, -3.83006], [2.90828, 0.58784, -4.84017], [1.19596, -2.07270, -3.62604], [0.10647, -2.83931, -4.38041], [1.58822, -2.75257, -2.84851], [2.03692, -1.81350, -4.29098], [0.42412, -3.88574, -4.48914], [-0.84207, -2.82279, -3.82534], [-0.05747, -2.41169, -5.37698], [-0.39579, 0.24329, -3.97262], [0.26806, 0.58541, -5.29626], [-0.81008, 1.14327, -3.49624], [-1.24509, -0.43124, -4.13387], [-0.49037, 0.90544, -6.02182], [0.98204, 1.40567, -5.19482], [0.78531, -0.27384, -5.73637], [-0.33867, -1.36102, 3.43806], [1.93594, -3.04688, 0.11511], [3.36822, -3.08608, -1.12501], [4.86560, -3.38909, -0.95931], [3.33423, -2.04453, -1.51716], [3.03028, -3.78172, -1.91683], [5.29388, -3.45283, -1.97503], [5.41215, -2.58139, -0.45163], [5.07185, -4.35556, -0.48039], [2.80207, -2.07816, 1.48726], [3.66090, -2.73455, 2.58900], [1.94918, -1.59567, 1.99269], [3.41517, -1.28024, 1.03870], [3.89962, -1.99448, 3.37836], [3.14048, -3.56105, 3.09867], [4.63456, -3.09163, 2.21236], [1.70976, -4.69967, 0.92781], [2.66313, -5.85587, 0.66598], [0.70600, -5.02161, 0.56041], [1.62490, -4.54131, 2.01623], [2.13605, -6.78826, 0.91087], [2.95001, -5.94128, -0.38463], [3.55564, -5.83963, 1.30904], [-2.62194, 2.46672, 1.00519], [-1.52666, 3.32482, 0.30000], [-0.62611, 2.30618, -0.42331], [-0.95604, 0.95555, -0.00774], [-2.12085, 1.01972, 0.87912], [-2.73898, 2.72793, 2.06782], [-3.57974, 2.56654, 0.47564], [-0.92963, 3.84954, 1.05585], [-1.95602, 4.03783, -0.40032], [-0.76819, 2.36157, -1.52070], [0.43998, 2.46722, -0.23306], [-1.83088, 0.59998, 1.85716], [-2.89275, 0.34613, 0.46280]],
  "forces_ev_per_angstrom": [[0.2, 0.1, -0.3], [-0.8, -1.2, -0.1], [-0.1, 0.0, 0.2], [0.3, 0.4, -0.1], [0.1, 0.0, -0.1], [0.5, 0.3, 0.0], [0.1, 1.4, 1.1], [-1.3, -1.9, 0.3], [-0.7, 0.2, 0.3], [-0.6, 0.4, 1.2], [0.5, 0.9, 0.0], [-0.5, -1.4, -1.5], [0.0, -0.1, -0.7], [0.5, 0.1, 0.5], [1.5, 1.3, -0.5], [-0.3, 0.4, -0.4], [-0.2, 0.2, -0.1], [0.4, -0.3, -0.2], [-0.2, 0.5, 0.0], [0.6, 0.0, 0.0], [-0.3, 0.4, 0.2], [0.7, -0.1, -0.3], [-0.1, -0.2, -0.1], [-0.2, -0.6, 0.2], [-0.1, -0.3, 0.7], [0.0, 0.4, 0.0], [0.0, 0.2, -0.3], [0.0, -0.3, 0.0], [-0.1, -0.2, -0.1], [0.0, 0.1, 0.0], [0.2, -0.2, 0.3], [0.6, -0.3, 0.1], [0.4, 0.1, 0.1], [0.1, 0.3, -0.4], [-0.4, -0.4, 0.1], [-0.1, 0.1, -0.3], [-0.2, 0.1, -0.1], [-0.2, -0.3, 0.3], [-0.1, -0.1, 0.3], [-0.3, 0.1, -0.4], [0.0, -0.2, -0.1], [0.0, 0.1, 0.0], [0.2, 0.0, 0.1], [-0.1, -0.1, 0.0], [0.0, 0.1, 0.1], [-0.1, 0.2, 0.1], [2.2, -0.1, 0.0], [-0.4, -0.3, -0.6], [0.2, -0.1, 0.3], [-0.4, -0.6, -0.1], [0.0, 0.5, 0.1], [-0.2, 0.1, 0.4], [-0.2, -0.4, 0.1], [-0.1, 0.3, 0.0], [-0.8, 0.7, 0.5], [0.2, -0.4, -0.1], [0.5, 0.2, -0.1], [-0.5, -0.2, -0.2], [-0.3, -0.2, -0.5], [0.2, 0.2, -0.2], [-0.5, 0.0, 0.1], [-0.2, -0.3, -0.2], [0.1, -0.6, 0.2], [0.2, 0.0, 0.5], [-0.3, 0.0, -0.4], [0.2, 0.1, 0.0], [0.2, 0.1, 0.1], [-0.2, 0.2, -0.4], [0.3, -0.1, -0.5], [0.2, -0.7, 0.7], [0.0, -0.2, -0.8], [-1.1, 1.1, 0.9], [0.2, -0.5, -0.2], [-0.1, 0.0, -0.5], [0.2, 0.1, 0.4], [-0.2, 0.1, -0.3], [0.1, 0.0, 0.1], [0.0, 0.0, 0.4], [-0.2, 0.0, 0.1], [0.0, 0.2, -0.3], [0.2, 0.3, 0.1]],
  "mulliken_spin": [-0.01, -0.01, -0.01, 0.00, -0.01, 0.00, -0.07, -0.02, -0.12, -0.06, -0.02, 0.00, -0.02, 0.07, 4.27, 0.00, 0.00, 0.00, 0.00, 0.00, -0.01, 0.03, 0.00, 0.02, 0.00, 0.00, 0.00, 0.00, 0.00, 0.00, 0.00, -0.03, 0.01, 0.02, 0.00, 0.01, -0.01, 0.00, 0.00, 0.00, 0.00, 0.00, 0.00, 0.00, 0.00, 0.00, -0.01, 0.00, 0.00, 0.00, 0.00, 0.00, 0.00, 0.00, -0.01, 0.00, 0.00, 0.00, 0.00, 0.00, 0.00, -0.02, 0.01, -0.02, 0.00, 0.00, 0.00, 0.00, 0.00, 0.00, 0.00, 0.00, 0.00, 0.00, 0.00, 0.00, 0.00, 0.00, 0.00, 0.00, 0.00],
  "spin_multiplicity": 5,
  "e_lumo_ha": [-0.333, -0.293],
  "charge": 2
}